Model P:
17
Properties=species:S:1:pos:R:3 method="wB97M-V/def2-TZVPD" e_lumo_ev=3.82 total_charge=-1 spin_multiplicity=1 orbital_gap_ev=7.11
C -0.7215 -1.6015 -2.0591
C 0.3429 -1.1985 -0.9954
S 0.1457 0.5344 -0.4626
H -0.4314 -1.0524 -2.9218
H -1.6966 -1.1915 -1.6184
H -0.8446 -2.7239 -2.0808
H 1.2479 -1.5790 -1.3879
H 0.0795 -1.8027 -0.1445
H 1.5285 3.2159 2.2243
H 0.6543 2.2597 1.3589
O 0.7682 3.1573 1.5838
H 1.7418 -0.3585 1.1330
H 2.5874 -1.6022 1.8372
O 2.4828 -0.5904 1.7546
H -3.3236 1.7580 0.1851
H -1.8612 1.3030 0.6489
O -2.7001 1.4723 0.9447



Model Q:
17
Properties=species:S:1:pos:R:3 method="wB97M-V/def2-TZVPD" e_lumo_ev=3.72 total_charge=-1 spin_multiplicity=1 orbital_gap_ev=6.64
C -0.2896 0.2896 2.0327
C -1.1420 1.4671 1.4589
S -0.5969 1.6649 -0.2532
H -0.4037 -0.5545 1.3492
H -0.7619 -0.0707 2.9781
H 0.6332 0.7151 2.2090
H -0.8684 2.2987 2.1778
H -2.2634 1.2143 1.3983
H 2.8115 -0.8402 -0.3106
H 1.7625 -1.8578 -0.6809
O 2.8122 -1.8095 -0.4371
H -1.2237 -1.2059 -2.2853
H -1.5834 -0.4116 -1.0316
O -1.0353 -1.2454 -1.3500
H 0.2086 -0.4157 -2.0517
H 0.9447 0.8966 -2.6180
O 0.9958 -0.1351 -2.5856



Of them, model Q has the lowest stability.



Model P:
50
Properties=species:S:1:pos:R:3 method="wB97M-V/def2-TZVPD" smiles="COc1ccc(S(=O)(=O)N2CCOCC2)cc1NC(=O)CSc1ccccc1" e_lumo_ev=0.42 spin_multiplicity=1 orbital_gap_ev=9.06
C 0.3922 3.0084 3.4935
O -0.0305 1.9483 2.6661
C 0.3131 1.9706 1.3467
C 1.0194 2.9871 0.7211
C 1.3121 2.9037 -0.6343
C 0.9116 1.7981 -1.3496
S 1.2899 1.6365 -3.0937
O 1.5083 2.9537 -3.6235
O 2.3137 0.6469 -3.2587
N -0.1286 0.9978 -3.6541
C -1.2295 1.8846 -3.9304
C -2.5273 1.1304 -3.6159
O -2.6019 -0.0704 -4.3459
C -1.5186 -0.9268 -4.0437
C -0.1857 -0.2485 -4.3783
C 0.2127 0.7691 -0.7479
C -0.1081 0.8504 0.5957
N -0.8323 -0.1307 1.2704
C -1.4305 -1.2299 0.7590
O -1.4690 -1.5361 -0.4136
C -2.1251 -2.0954 1.8056
S -1.4794 -1.9551 3.4975
C 0.1958 -2.5323 3.3761
C 0.7927 -2.9357 2.1922
C 2.1109 -3.3607 2.2064
C 2.8320 -3.3864 3.3865
C 2.2293 -2.9837 4.5681
C 0.9163 -2.5570 4.5660
H -0.0418 3.9607 3.1758
H 1.4826 3.0891 3.5123
H 0.0304 2.7610 4.4901
H 1.3439 3.8519 1.2766
H 1.8460 3.6918 -1.1394
H -1.1205 2.7673 -3.3007
H -1.2266 2.1935 -4.9853
H -3.3996 1.7186 -3.9056
H -2.5661 0.9144 -2.5372
H -1.6618 -1.8198 -4.6534
H -1.5453 -1.1986 -2.9791
H 0.6658 -0.8515 -4.0667
H -0.1278 -0.0700 -5.4620
H -0.0838 -0.0862 -1.3287
H -0.9035 0.0170 2.2737
H -2.1120 -3.1381 1.4859
H -3.1673 -1.7774 1.8830
H 0.2556 -2.9266 1.2575
H 2.5715 -3.6714 1.2808
H 3.8588 -3.7189 3.3869
H 2.7829 -3.0020 5.4948
H 0.4349 -2.2417 5.4795



Model Q:
50
Properties=species:S:1:pos:R:3 method="wB97M-V/def2-TZVPD" smiles="CCOC(=O)c1cccc(NC(=O)C2CCN(S(=O)(=O)c3cccs3)CC2)c1" e_lumo_ev=0.43 spin_multiplicity=1 orbital_gap_ev=9.36
C 0.2507 6.4817 -6.6089
C 1.0903 6.0774 -5.4123
O 0.6635 4.7857 -4.9784
C 1.3049 4.2756 -3.9239
O 2.1991 4.8501 -3.3485
C 0.8000 2.9333 -3.5409
C -0.2336 2.3029 -4.2282
C -0.6534 1.0515 -3.8168
C -0.0629 0.4185 -2.7362
C 0.9724 1.0455 -2.0461
N 1.6176 0.4720 -0.9462
C 1.4096 -0.7434 -0.3623
O 0.6024 -1.5551 -0.7552
C 2.3156 -0.9527 0.8528
C 2.3448 -2.4180 1.3021
C 1.0123 -2.8479 1.9119
N 0.6395 -1.9385 2.9727
S -0.5408 -2.5028 3.9926
O -0.1494 -3.8052 4.4345
O -0.8030 -1.4803 4.9585
C -1.9720 -2.6917 2.9599
C -2.3930 -3.8233 2.3327
C -3.5177 -3.5935 1.5114
C -3.9118 -2.2923 1.5269
S -2.9242 -1.3225 2.5491
C 0.4979 -0.5703 2.5387
C 1.8449 -0.0728 2.0221
C 1.3969 2.3047 -2.4557
H 0.5593 7.4634 -6.9560
H -0.8003 6.5156 -6.3348
H 0.3770 5.7638 -7.4148
H 0.9731 6.7847 -4.5833
H 2.1551 6.0299 -5.6676
H -0.6931 2.7946 -5.0702
H -1.4540 0.5544 -4.3434
H -0.3946 -0.5578 -2.4255
H 2.3407 1.0557 -0.5475
H 3.3311 -0.6548 0.5658
H 2.5643 -3.0618 0.4498
H 3.1328 -2.5374 2.0469
H 1.0962 -3.8372 2.3626
H 0.2448 -2.8725 1.1270
H -1.9151 -4.7742 2.4773
H -4.0053 -4.3610 0.9386
H -4.7281 -1.8420 0.9981
H 0.1704 0.0057 3.4049
H -0.2587 -0.4818 1.7422
H 2.5752 -0.1395 2.8297
H 1.7534 0.9723 1.7208
H 2.1970 2.8187 -1.9421



Of them, model P has the lowest stability.



Model P:
16
Properties=species:S:1:pos:R:3 method="wB97M-V/def2-TZVPD" smiles=CC[C@@H]1C[C@@H]1S e_lumo_ev=0.90 spin_multiplicity=1 orbital_gap_ev=9.76
C 0.0189 2.0342 0.6362
C 0.7085 0.7012 0.5901
C -0.1723 -0.4849 0.6686
C 0.2568 -1.8193 0.0753
C -0.6898 -0.9058 -0.6655
S -0.1906 -0.2659 -2.2866
H -0.5089 2.1134 1.5235
H -0.6567 2.1275 -0.1840
H 0.7574 2.8790 0.5348
H 1.3066 0.6199 -0.3490
H 1.4309 0.6610 1.4208
H -0.9076 -0.5704 1.4777
H -0.1388 -2.7472 0.4739
H 1.2263 -1.9021 -0.4277
H -1.7250 -1.0975 -0.5484
H -0.7158 -1.3432 -2.9395



Model Q:
16
Properties=species:S:1:pos:R:3 method="wB97M-V/def2-TZVPD" smiles=CC1(C)CSC1 e_lumo_ev=0.90 spin_multiplicity=1 orbital_gap_ev=9.42
C -0.1411 -1.4285 -1.1704
C 0.1226 0.0225 -0.6751
C 0.5280 0.8351 -1.9265
C 1.1217 -0.0496 0.5692
S -0.3003 0.0551 1.7328
C -1.0820 0.5542 0.1498
H -0.7590 -2.0339 -0.4721
H -0.6048 -1.2706 -2.1431
H 0.8195 -1.8764 -1.3565
H -0.3460 0.7877 -2.6432
H 0.8403 1.8223 -1.6201
H 1.3535 0.2890 -2.3829
H 1.6863 -0.9273 0.7193
H 1.7154 0.8923 0.6426
H -1.1275 1.6353 -0.0553
H -2.0678 0.1979 -0.0956



Of them, model P has the lowest stability.



Model P:
21
Properties=species:S:1:pos:R:3 method="wB97M-V/def2-TZVPD" e_lumo_ev=0.34 spin_multiplicity=1 orbital_gap_ev=8.95
H 1.2442 1.9361 -0.7181
N 0.2763 1.6328 -0.7986
C -0.4427 1.8538 0.2411
C 0.0610 2.3376 1.5736
C -1.8157 1.4912 0.1969
C -2.9747 1.1701 0.1917
H 1.1223 2.5732 1.5246
H -0.0970 1.5746 2.3372
H -0.4905 3.2258 1.8800
H -3.9870 0.8794 0.1480
C 0.2673 -1.5643 0.5777
C -0.0554 -2.8329 0.2901
H 1.2361 -1.3109 0.9834
H -0.5145 -0.8310 0.7361
H 0.6894 -3.6124 0.2546
H -1.0632 -3.1142 0.0251
C 0.9531 -0.9618 -1.7355
N 2.2076 -1.0925 -1.7616
H 0.6009 0.1539 -1.4057
H 0.2425 -1.5791 -2.3006
H 2.5401 -1.9294 -2.2400



Model Q:
21
Properties=species:S:1:pos:R:3 method="wB97M-V/def2-TZVPD" e_lumo_ev=0.97 spin_multiplicity=1 orbital_gap_ev=9.10
C -2.1917 0.0346 -0.3320
C -0.7339 -0.3860 -0.2491
C 0.2491 0.3295 0.3096
C 0.1389 1.6532 0.9896
C 1.4289 -0.5103 0.1368
C 0.8697 -1.8869 0.4355
C 0.1446 -1.5652 -0.8666
H -2.3154 1.2368 -0.1173
H -2.5933 -0.4835 -1.3125
H -2.9154 -0.4543 0.5816
H 1.3044 1.9589 0.7850
H 0.0740 1.5708 2.0226
H -0.8831 2.8730 -0.3896
H -0.6935 3.5176 1.1503
H 2.3814 -0.4540 0.7503
H 1.6746 -2.8162 0.6238
H 0.1223 -1.9849 1.3127
H -0.4231 -2.3720 -1.4377
H 1.9154 -1.4288 -1.5198
N -0.8442 2.5683 0.5671
N 1.2610 -0.7365 -1.2804



Of them, model Q has the lowest stability.



Model P:
8
Properties=species:S:1:pos:R:3 method="wB97M-V/def2-TZVPD" e_lumo_ev=-6.79 total_charge=+1 spin_multiplicity=1 orbital_gap_ev=8.15
C 1.2949 0.5481 0.1409
C 0.2733 -0.8589 -0.5323
C -0.6420 0.3426 0.1007
N 1.5242 -0.6321 -0.4418
N 0.5093 1.4040 0.4750
I -1.6751 0.0947 1.8825
H -0.0680 -1.7373 -0.9154
H -1.2167 0.8389 -0.7095



Model Q:
8
Properties=species:S:1:pos:R:3 method="wB97M-V/def2-TZVPD" e_lumo_ev=-6.78 total_charge=+1 spin_multiplicity=1 orbital_gap_ev=8.18
C -0.1655 2.1715 0.0757
C 0.1397 0.4384 0.7519
C -0.8954 0.4824 -0.3057
N 0.6705 1.6249 0.8973
N -0.8617 1.9318 -0.8563
I -2.8679 0.0242 0.0897
H 0.5102 -0.3552 1.3826
H -0.2122 -0.0219 -1.5332



Of them, model Q has the lowest stability.



Model P:
79
Properties=species:S:1:pos:R:3 method="wB97M-V/def2-TZVPD" s_squared=8.758 e_lumo_ev="2.49 / 2.07" total_charge=-1 spin_multiplicity=6 orbital_gap_ev="8.01 / 7.72"
Fe -2.2107 0.4264 -0.2659
C 5.0464 -1.7918 -0.9618
C 4.1913 -0.9918 -1.7119
C 2.9520 -0.6328 -1.2105
C 2.5506 -1.0444 0.0615
C 3.4102 -1.8486 0.8030
C 4.6486 -2.2231 0.2927
P 0.8801 -0.4950 0.6060
C 0.9031 -1.1054 2.3345
C 1.2210 -0.3741 3.4740
C 1.2031 -0.9728 4.7286
C 0.8681 -2.3123 4.8627
C 0.5321 -3.0490 3.7345
C 0.5402 -2.4462 2.4865
C 1.2546 1.3044 0.7522
C 2.4277 1.6857 1.3593
C 2.8518 3.0248 1.3888
C 2.1172 3.9614 0.7232
C 0.9384 3.6049 0.0288
C 0.3022 4.5744 -0.7859
C -0.7576 4.2163 -1.5572
C -1.2879 2.9119 -1.4505
C -0.7827 1.9354 -0.6209
C 0.4330 2.2731 0.0836
H 6.0135 -2.0779 -1.3566
H 4.4854 -0.6533 -2.6965
H 2.2871 -0.0207 -1.8117
H 3.1218 -2.1815 1.7930
H 5.3045 -2.8487 0.8863
H 1.4696 0.6760 3.3897
H 1.4478 -0.3840 5.6047
H 0.8541 -2.7766 5.8410
H 0.2442 -4.0887 3.8288
H 0.2497 -3.0164 1.6090
H 3.0689 0.9260 1.7916
H 3.7743 3.2920 1.8893
H 2.4460 4.9940 0.6784
H 0.6993 5.5834 -0.8035
H -1.2290 4.9347 -2.2176
H -2.1838 2.6991 -2.0265
Cl -4.8752 -3.3990 5.5114
C -4.0546 -2.4514 4.2928
C -2.9735 -1.6453 4.6595
C -2.3094 -0.9046 3.7153
C -2.6884 -0.9348 2.3554
O -1.9808 -0.2710 1.4871
C -3.8064 -1.7306 2.0143
C -4.3330 -1.7648 0.6648
O -3.9878 -1.0460 -0.2530
C -4.4670 -2.4918 2.9890
H -2.6580 -1.6159 5.6947
H -1.4644 -0.2904 3.9865
H -5.1374 -2.5009 0.4856
H -5.3121 -3.1051 2.6994
Cl -6.7781 2.3196 0.0507
C -5.2414 3.2410 0.0358
C -4.0567 2.3071 0.2266
O -3.4178 2.3321 1.2731
O -3.7934 1.5413 -0.7683
H -5.2806 3.9562 0.8496
H -5.1788 3.7401 -0.9273
C 3.4466 0.3093 -5.6105
C 2.2065 -0.1632 -4.8977
C 1.9486 -1.5205 -4.7397
C 0.7893 -1.9618 -4.1143
C -0.1319 -1.0371 -3.6510
C 0.1144 0.3226 -3.7876
C 1.2811 0.7508 -4.3990
S -1.6588 -1.5828 -2.9178
O -2.7160 -1.1215 -3.7780
O -1.5397 -3.0037 -2.7124
O -1.6714 -0.8555 -1.6096
H 4.2908 -0.3546 -5.4229
H 3.7251 1.3148 -5.2934
H 3.2877 0.3350 -6.6913
H 2.6695 -2.2462 -5.1004
H 0.5895 -3.0155 -3.9767
H -0.5977 1.0411 -3.4053
H 1.4752 1.8141 -4.4902



Model Q:
79
Properties=species:S:1:pos:R:3 method="wB97M-V/def2-TZVPD" s_squared=8.761 e_lumo_ev="2.34 / 2.17" total_charge=-1 spin_multiplicity=6 orbital_gap_ev="6.76 / 7.40"
Fe -1.9239 -0.2520 -0.2251
C 3.4287 1.4906 2.3407
C 2.3137 1.0118 3.0174
C 1.5374 0.0162 2.4514
C 1.8680 -0.5381 1.2129
C 2.9860 -0.0517 0.5449
C 3.7616 0.9562 1.1068
P 0.7011 -1.7989 0.5321
C 0.8378 -3.0794 1.8555
C 1.8958 -3.1817 2.7600
C 1.9091 -4.1810 3.7221
C 0.8567 -5.0832 3.8071
C -0.2126 -4.9739 2.9311
C -0.2236 -3.9760 1.9674
C 1.7791 -2.4863 -0.8194
C 2.9429 -3.0963 -0.4275
C 3.9590 -3.4370 -1.3355
C 3.8215 -3.1225 -2.6503
C 2.6217 -2.5490 -3.1278
C 2.4985 -2.2465 -4.5062
C 1.3366 -1.7518 -5.0100
C 0.2350 -1.5812 -4.1558
C 0.3304 -1.8498 -2.8209
C 1.5514 -2.2851 -2.2222
H 4.0232 2.2898 2.7673
H 2.0376 1.4340 3.9756
H 0.6578 -0.3427 2.9736
H 3.2522 -0.4504 -0.4251
H 4.6268 1.3275 0.5710
H 2.7126 -2.4721 2.7235
H 2.7489 -4.2581 4.4022
H 0.8708 -5.8636 4.5580
H -1.0381 -5.6714 2.9942
H -1.0562 -3.8985 1.2773
H 3.1049 -3.3121 0.6174
H 4.8629 -3.9116 -0.9727
H 4.6151 -3.3297 -3.3592
H 3.3536 -2.4151 -5.1504
H 1.2410 -1.5162 -6.0625
H -0.7117 -1.2213 -4.5402
Cl -1.0193 4.1568 -6.2167
C -1.5153 3.0877 -4.9236
C -2.8111 2.5462 -4.9331
C -3.2039 1.6901 -3.9424
C -2.3328 1.3004 -2.8755
O -2.7506 0.4810 -1.9963
C -1.0181 1.8667 -2.9065
C -0.0294 1.5526 -1.9174
O -0.0886 0.6909 -1.0478
C -0.6454 2.7608 -3.9245
H -3.4914 2.8141 -5.7318
H -4.2001 1.2653 -3.9326
H 0.9028 2.1409 -1.9961
H 0.3559 3.1779 -3.9171
Cl -0.1356 -5.2738 -1.8094
C -1.7865 -3.7239 -2.7166
C -1.7785 -2.5879 -1.9019
O -2.5600 -2.3179 -0.9803
O -0.8000 -1.6224 -2.0715
H -2.5964 -4.4208 -2.5905
H -1.2407 -3.7252 -3.6440
C -2.7277 6.2213 5.4192
C -2.5698 5.1815 4.3387
C -1.3148 4.6785 4.0066
C -1.1728 3.7313 3.0046
C -2.2968 3.2798 2.3288
C -3.5543 3.7658 2.6442
C -3.6845 4.7110 3.6499
S -2.0458 2.1889 0.9509
O -1.5350 3.0462 -0.0889
O -3.3161 1.5175 0.6483
O -1.1090 1.1420 1.4177
H -1.7637 6.4757 5.8589
H -3.3797 5.8584 6.2164
H -3.1743 7.1320 5.0160
H -0.4402 5.0411 4.5350
H -0.2045 3.3318 2.7310
H -4.4130 3.4000 2.0951
H -4.6663 5.0958 3.9041



Of them, model Q has the lowest stability.



Model P:
25
Properties=species:S:1:pos:R:3 method="wB97M-V/def2-TZVPD" smiles="CO[C@@](O)(C=O)[NH+]1CCCC1" e_lumo_ev=-3.75 total_charge=+1 spin_multiplicity=1 orbital_gap_ev=10.81
C 0.6214 -1.9902 -2.6308
O 0.1746 -1.8751 -1.2884
C -0.5084 -0.7739 -0.9011
O -1.2716 -0.1378 -1.8336
C -1.5590 -1.1750 0.4336
O -2.6402 -0.6804 0.3474
N 0.5044 0.3758 -0.2740
C 1.2787 0.0172 0.9659
C 0.5918 0.7014 2.1718
C -0.0976 1.9768 1.6480
C -0.4094 1.5995 0.1599
H 1.1738 -2.9501 -2.6891
H 1.2935 -1.2820 -2.8984
H -0.2047 -2.0043 -3.3682
H -2.0965 -0.0416 -1.2905
H -1.2557 -1.7997 1.2299
H 1.1894 0.6796 -1.0061
H 2.2267 0.5404 0.8635
H 1.4505 -1.0249 1.1525
H 1.3131 1.0617 2.9300
H -0.0347 0.0218 2.7102
H -0.9075 2.4631 2.1942
H 0.7221 2.7111 1.7086
H -1.4052 1.2247 0.1125
H -0.1496 2.3621 -0.4476



Model Q:
25
Properties=species:S:1:pos:R:3 method="wB97M-V/def2-TZVPD" e_lumo_ev=-3.54 total_charge=+1 spin_multiplicity=1 orbital_gap_ev=10.30
C -3.7900 1.9732 0.7324
C -3.1019 0.8692 0.5066
C -1.6334 0.8501 0.4001
C 0.4479 -1.6286 1.4920
C 1.9666 0.8866 -0.9869
C 1.5409 -1.5333 -1.2027
C 0.8491 -0.3283 0.8180
N 1.4904 -0.3393 -0.3644
O -1.1456 2.0723 0.3477
O 1.0218 0.8346 1.5457
O -0.9386 -0.1815 0.3803
H -4.8467 2.1420 0.6334
H -3.3120 2.9706 0.9099
H -3.6007 -0.0333 0.3769
H 1.3094 -2.2806 1.6610
H -0.4040 -2.0337 0.9176
H 0.1095 -1.3285 2.4896
H 1.8331 1.7325 -0.2864
H 2.9664 0.6746 -1.2152
H 1.3044 1.1467 -1.9146
H 2.4762 -2.1005 -1.2191
H 0.6183 -2.0750 -1.0900
H 1.5874 -1.4059 -2.2578
H -0.1827 2.0211 0.2682
H 1.1635 0.6466 2.5100



Of them, model P has the lowest stability.